{"formula": "C5H10O", "method": "the ωB97M-V functional and the def2-TZVPD basis", "energy_ha": -271.5756, "relative_energy_kcal_mol": 111.1, "charge": 0, "smiles": "C=CC.C=CO", "elements": ["C", "C", "C", "H", "H", "H", "H", "H", "H", "C", "C", "O", "H", "H", "H", "H"], "coordinates": [[1.7630, 1.4524, -0.1396], [0.5290, 1.8216, -1.0095], [-0.7759, 1.7400, -0.5918], [2.7287, 1.3523, -0.6522], [2.0567, 2.2350, 0.5774], [1.6033, 0.4739, 0.4019], [0.6023, 2.2016, -1.9254], [-1.6218, 1.3188, -1.1641], [-1.0973, 2.2521, 0.2702], [-0.9450, -1.3379, 0.9953], [-0.9875, -2.2062, 0.0107], [0.0142, -3.1316, 0.0663], [-1.7879, -0.8511, 1.4648], [0.0377, -1.4028, 1.4671], [-1.8915, -2.4338, -0.6282], [-0.2282, -3.4843, 0.8571]], "forces_ev_per_a": [[-0.2, 0.6, 0.6], [-1.0, -1.8, 4.3], [0.8, 0.0, -1.0], [-0.6, -0.1, -0.7], [-0.5, -0.2, 0.3], [-0.1, 1.2, -0.6], [1.1, -0.1, -4.5], [0.6, 1.3, -0.7], [-0.1, -0.9, 2.2], [0.1, 0.2, 0.7], [-2.3, 0.0, -0.2], [1.3, 0.5, -4.4], [0.2, 0.6, -0.5], [-0.4, 0.6, 0.6], [1.3, 0.4, 0.4], [0.0, -2.3, 3.5]]}